1.
# C28H83N13O11

11 unconnected molecules or ions with the total composition C28H83N13O11 in a non-equilibrium geometry (wB97M-V/def2-TZVPD, OMol25).

Values from the calculation:
orbital gap = 9.09 eV
maximum force = 0.125 hartree/bohr
spin multiplicity = 1
SMILES = COC[C@H](C)N.COC[C@H](C)N.COC[C@H](C)N.COC[C@H](C)N.COC[C@H](C)N.NC(N)=O.NC(N)=O.NC(N)=O.NC(N)=O.CCO.CCO
HOMO level = -0.325 Eh

Last column: Mulliken charge in e.
Atoms and positions in Å:
1 C -3.5623 -3.5457 0.8008  -0.688
2 O -4.7605 -4.3216 1.2271  -0.343
3 C -5.9849 -3.9624 0.5302  -1.004
4 C -7.1752 -4.6037 1.1063  0.781
5 C -8.4065 -4.6181 0.1927  -1.308
6 N -7.5223 -3.9271 2.3575  -0.783
7 H -3.8941 -2.5076 0.8182  0.268
8 H -3.1083 -3.6968 -0.1786  0.312
9 H -2.7207 -3.6386 1.4873  0.273
10 H -6.1080 -2.8863 0.6521  0.452
11 H -5.9003 -4.2598 -0.5151  0.368
12 H -6.8169 -5.6246 1.2389  0.216
13 H -8.0746 -5.1902 -0.6736  0.359
14 H -8.5905 -3.6370 -0.2450  0.263
15 H -9.3701 -4.9765 0.5549  0.345
16 H -8.0020 -4.4281 3.0917  0.232
17 H -6.5879 -3.8469 2.7326  0.252
18 C -0.9576 -4.3323 6.6377  -0.742
19 O -0.9750 -3.0520 7.2156  -0.352
20 C -2.3303 -2.4885 7.4208  -0.731
21 C -2.9703 -1.8917 6.0983  0.822
22 C -2.5118 -0.5764 5.7212  -1.563
23 N -4.3864 -1.9428 6.0249  -0.661
24 H -0.0581 -4.8608 6.9532  0.262
25 H -0.8957 -4.2680 5.5514  0.267
26 H -1.7843 -5.0086 6.8552  0.329
27 H -2.8667 -3.3486 7.8214  0.380
28 H -2.2947 -1.6844 8.1559  0.284
29 H -2.5484 -2.5879 5.3735  0.054
30 H -3.0073 -0.1948 4.8285  0.374
31 H -1.4358 -0.5735 5.5469  0.361
32 H -2.7006 0.1682 6.4945  0.368
33 H -4.6856 -2.8582 6.3293  0.291
34 H -4.6471 -1.2466 6.7086  0.260
35 C -7.8304 -1.0622 -4.1899  -0.697
36 O -7.0011 -0.0866 -3.6253  -0.312
37 C -7.6681 0.8764 -2.7647  -0.646
38 C -6.7626 2.0494 -2.4303  0.436
39 C -5.6094 1.5617 -1.5416  -1.419
40 N -7.4002 3.1565 -1.7502  -0.700
41 H -8.5484 -0.6011 -4.8681  0.298
42 H -8.3514 -1.6371 -3.4243  0.259
43 H -7.2890 -1.8421 -4.7254  0.264
44 H -8.4676 1.3149 -3.3619  0.331
45 H -8.0540 0.3917 -1.8679  0.310
46 H -6.4289 2.4613 -3.3827  0.339
47 H -5.9023 1.1297 -0.5847  0.317
48 H -4.8711 2.3491 -1.3901  0.329
49 H -5.1329 0.6849 -1.9801  0.365
50 H -7.9932 3.5898 -2.4435  0.284
51 H -8.0067 2.8641 -0.9973  0.241
52 C 4.2618 -1.5784 4.2677  -0.675
53 O 5.1319 -1.7817 3.1618  -0.318
54 C 4.7782 -2.8897 2.3592  -0.725
55 C 5.9964 -3.1610 1.3910  0.468
56 C 6.1486 -2.0181 0.4219  -1.328
57 N 5.7008 -4.3661 0.6048  -0.788
58 H 3.4301 -0.9437 3.9617  0.242
59 H 4.7682 -1.0429 5.0708  0.229
60 H 4.0049 -2.5632 4.6579  0.321
61 H 4.5134 -3.8003 2.8966  0.486
62 H 3.9221 -2.5770 1.7613  0.217
63 H 6.8830 -3.2918 2.0114  0.397
64 H 5.7142 -1.0925 0.7995  0.301
65 H 5.8562 -2.1725 -0.6167  0.392
66 H 7.2174 -1.8041 0.4279  0.310
67 H 5.1105 -4.0661 -0.1579  0.152
68 H 6.4752 -4.5835 -0.0061  0.324
69 C 6.1977 4.2170 6.2312  -0.713
70 O 5.0750 5.0274 6.1350  -0.350
71 C 4.3142 4.8080 4.9592  -0.750
72 C 3.9085 6.2116 4.4290  0.416
73 C 3.3697 6.1807 2.9919  -1.423
74 N 5.0890 7.0244 4.3210  -0.742
75 H 6.8560 4.2804 5.3648  0.304
76 H 5.8703 3.1824 6.3341  0.294
77 H 6.8916 4.3883 7.0541  0.276
78 H 4.9507 4.4282 4.1601  0.362
79 H 3.5228 4.0706 5.0933  0.417
80 H 3.2106 6.8389 4.9836  0.325
81 H 4.0964 5.7100 2.3297  0.304
82 H 3.1178 7.1329 2.5250  0.369
83 H 2.4158 5.6559 2.9393  0.345
84 H 5.4599 7.1806 5.2474  0.278
85 H 5.8204 6.4050 4.0024  0.287
86 N 7.6624 -4.6187 -6.6803  -0.384
87 C 7.3314 -4.1756 -5.4858  0.649
88 N 6.2259 -3.5293 -5.4978  -0.322
89 O 7.8916 -4.3470 -4.4201  -0.668
90 H 8.3632 -5.3444 -6.7286  0.211
91 H 7.2305 -4.2846 -7.5300  0.179
92 H 5.7519 -3.3749 -4.6194  0.191
93 H 5.6301 -3.4028 -6.3035  0.142
94 N 4.0951 0.1956 -7.6453  -0.401
95 C 3.1767 -0.7249 -7.9211  0.681
96 N 2.9814 -0.7881 -9.1920  -0.372
97 O 2.6031 -1.3841 -7.0477  -0.672
98 H 4.2995 0.4326 -6.6850  0.217
99 H 4.5493 0.7839 -8.3292  0.146
100 H 3.5122 -0.1711 -9.7901  0.172
101 H 2.1235 -1.1915 -9.5404  0.234
102 N 2.8254 5.2136 -2.4379  -0.291
103 C 3.5172 6.0481 -3.1732  0.653
104 N 3.0397 7.2134 -2.9342  -0.340
105 O 4.4317 5.8015 -3.8898  -0.662
106 H 2.8520 4.2089 -2.5376  0.153
107 H 1.9879 5.5490 -1.9839  0.131
108 H 2.2289 7.2079 -2.3320  0.150
109 H 3.3547 8.0033 -3.4791  0.210
110 N 0.5992 -4.4721 -3.7750  -0.444
111 C 1.3559 -4.7508 -2.7290  0.630
112 N 0.8502 -5.7014 -2.0652  -0.340
113 O 2.3810 -4.1313 -2.4015  -0.665
114 H 1.0669 -3.8928 -4.4575  0.245
115 H 0.0095 -5.2219 -4.1068  0.195
116 H 0.1428 -6.2074 -2.5786  0.141
117 H 1.2974 -6.0936 -1.2489  0.236
118 C -3.2121 7.2359 -3.3532  -1.132
119 C -1.8606 6.6158 -3.2192  -0.063
120 O -1.5790 6.6437 -1.8410  -0.535
121 H -3.4460 7.4194 -4.4019  0.337
122 H -3.2513 8.1774 -2.8055  0.305
123 H -3.9468 6.5466 -2.9370  0.302
124 H -1.1152 7.1332 -3.8232  0.291
125 H -1.9294 5.5559 -3.4644  0.211
126 H -2.3098 6.3652 -1.2842  0.280
127 C 0.1827 1.7974 -0.0217  -0.994
128 C 0.7411 0.5839 -0.7114  -0.182
129 O 1.9210 0.9852 -1.4505  -0.505
130 H -0.2047 2.5483 -0.7104  0.236
131 H 0.9259 2.2312 0.6473  0.281
132 H -0.5749 1.3769 0.6396  0.343
133 H 0.0280 0.2155 -1.4488  0.252
134 H 0.8711 -0.2863 -0.0680  0.299
135 H 2.2705 0.2126 -1.9005  0.270

2.
# C6H16O2

2 unconnected molecules or ions with the total composition C6H16O2 in a non-equilibrium geometry (wB97M-V/def2-TZVPD, OMol25).

Values from the calculation:
orbital gap = 10.53 eV
maximum force = 0.040 hartree/bohr
spin multiplicity = 1
SMILES = CC[C@@H](C)CCO.O
HOMO level = -0.365 Eh

Last column: Mulliken charge in e.
Atoms and positions in Å:
1 C 1.3169 1.2490 -2.2707  -1.323
2 C -0.0195 1.2099 -1.5341  -0.401
3 C 0.2100 0.9349 0.0003  0.581
4 C 0.5837 2.2741 0.6429  -1.698
5 C -0.9546 0.3374 0.7668  -0.728
6 C -1.7029 -0.8738 0.1241  -0.441
7 O -1.5289 -2.0602 0.9303  -0.585
8 H 2.2212 1.6046 -1.7785  0.337
9 H 1.1496 1.8945 -3.1460  0.365
10 H 1.6411 0.2810 -2.6660  0.348
11 H -0.5219 2.1774 -1.6125  0.348
12 H -0.6439 0.4505 -2.0069  0.311
13 H 1.1931 0.4493 -0.0009  0.142
14 H -0.2347 3.0020 0.5526  0.419
15 H 1.3642 2.8463 0.1376  0.375
16 H 0.9768 2.1320 1.6473  0.395
17 H -1.6718 1.1499 0.8935  0.336
18 H -0.6441 -0.0872 1.7235  0.370
19 H -2.7662 -0.6766 0.1927  0.232
20 H -1.2308 -1.1208 -0.8232  0.314
21 H -0.7811 -2.5834 0.5925  0.291
22 O 1.5978 -2.3776 1.1980  -0.623
23 H 0.8713 -2.6247 1.7698  0.325
24 H 2.0243 -3.2380 0.9854  0.311

3.
# C29H57CoN3O9Zn

A molecular structure, C29H57CoN3O9Zn in a non-equilibrium geometry (wB97M-V/def2-TZVPD, OMol25).

Values from the calculation:
orbital gap (spin up / spin down) = 5.11 / 6.15 eV
total charge = -1
<S²> = 6.041
maximum force = 0.302 hartree/bohr
spin multiplicity = 5
HOMO level (spin up / spin down) = -0.104 / -0.143 Eh

Last column: Mulliken spin population.
Atoms and positions in Å:
1 Co 3.8328 0.4932 -0.0665  1.920
2 Zn 2.6537 -2.4387 -0.9772  0.980
3 C 1.5973 -0.6333 0.5022  -0.153
4 O 2.3237 0.0525 1.2318  0.036
5 O 1.5196 -1.8450 0.6685  -0.025
6 O 1.9598 -0.5094 -0.6205  -0.274
7 C 5.1446 -2.6639 -0.1373  0.566
8 O 5.9828 -2.3662 -0.9888  0.705
9 O 4.4418 -3.5138 -0.6770  -0.001
10 O 4.4573 -1.6834 -0.1613  0.219
11 C -0.9294 -2.3322 -3.3938  0.019
12 C -2.1375 -1.3781 -3.4345  -0.019
13 C -3.3753 -2.3035 -3.2238  0.002
14 C -4.6651 -1.6376 -2.8202  -0.001
15 C -4.3853 -0.7629 -1.5389  0.000
16 C -3.2163 0.2238 -1.7432  0.000
17 N -2.0253 -0.4892 -2.2778  0.007
18 O -0.9916 0.4554 -2.4169  -0.001
19 C -3.8469 1.4041 -2.6333  0.000
20 C -2.8576 0.7521 -0.3989  -0.002
21 C -2.3669 -0.6147 -4.8696  -0.001
22 H -0.9863 -2.7297 -2.3804  -0.012
23 H 0.0526 -1.8618 -3.4441  0.029
24 H -1.0515 -3.0654 -4.1911  -0.010
25 H -3.6186 -2.8007 -4.1628  -0.001
26 H -3.1108 -3.0583 -2.4832  -0.001
27 H -5.4566 -2.3188 -2.5079  0.000
28 H -5.0585 -0.9887 -3.6027  0.000
29 H -4.0963 -1.4354 -0.7313  0.000
30 H -5.3409 -0.2618 -1.3842  0.000
31 H -4.5493 2.0617 -2.1211  0.000
32 H -3.0770 2.0698 -3.0232  0.000
33 H -4.4510 1.0377 -3.4633  0.000
34 H -2.3194 -0.0050 0.1715  0.001
35 H -2.2400 1.6487 -0.4519  0.000
36 H -3.7165 0.9936 0.2273  0.000
37 H -2.2662 -1.2142 -5.7743  0.000
38 H -1.6142 0.1252 -5.1418  0.000
39 H -3.2950 -0.0432 -4.8731  0.000
40 H -0.3447 0.0976 -1.8045  0.000
41 C 0.5921 3.9451 -0.4189  0.001
42 C 1.9000 4.0271 -1.2776  0.005
43 C 1.7367 5.3680 -2.0680  0.000
44 C 2.2089 6.6363 -1.3210  0.000
45 C 3.6313 6.3694 -0.9567  0.000
46 C 3.7945 5.1090 0.0388  -0.001
47 N 3.1241 3.9039 -0.4358  0.013
48 O 3.2197 2.7029 0.2952  0.006
49 C 5.3076 4.8665 0.0701  -0.004
50 C 3.2828 5.4850 1.4832  0.000
51 C 1.7985 3.0050 -2.4309  -0.005
52 H -0.3298 4.2104 -0.9365  0.000
53 H 0.6983 4.5467 0.4838  0.000
54 H 0.5800 2.8990 -0.1129  -0.001
55 H 1.8976 5.2472 -3.1392  0.000
56 H 0.6841 5.6335 -2.1660  0.000
57 H 1.5539 6.7240 -0.4543  0.000
58 H 2.1023 7.4747 -2.0094  0.000
59 H 3.9902 7.2188 -0.3755  0.000
60 H 4.3185 6.2664 -1.7965  0.000
61 H 5.6204 4.7424 -0.9667  0.000
62 H 5.8549 5.7420 0.4196  0.000
63 H 5.5723 3.9743 0.6374  0.001
64 H 3.5091 4.7607 2.2657  0.000
65 H 3.6817 6.4145 1.8894  0.000
66 H 2.2046 5.6424 1.4544  0.000
67 H 0.7946 3.0585 -2.8522  -0.001
68 H 2.0316 1.9978 -2.0854  -0.008
69 H 2.5533 3.0903 -3.2126  0.000
70 H 2.5869 2.8478 1.0024  -0.001
71 C -2.3749 -4.7126 1.2153  0.001
72 C -1.7125 -3.7564 2.2770  -0.001
73 C -2.6786 -3.6822 3.5040  0.000
74 C -2.1090 -3.0385 4.7775  0.000
75 C -0.9214 -3.8885 5.1706  0.000
76 C 0.1721 -4.0114 4.0587  -0.001
77 N -0.4271 -4.3392 2.7169  0.003
78 O 0.4924 -4.4091 1.7464  0.002
79 C 0.9529 -2.7147 4.0947  -0.003
80 C 1.0543 -5.1783 4.5260  0.000
81 C -1.6530 -2.3032 1.7668  0.010
82 H -2.5603 -5.7531 1.4820  0.000
83 H -1.9086 -4.7519 0.2308  0.000
84 H -3.3843 -4.3736 0.9825  0.000
85 H -3.5936 -3.1517 3.2403  0.000
86 H -3.0972 -4.6338 3.8317  0.000
87 H -2.9519 -3.2240 5.4432  0.000
88 H -1.8398 -1.9829 4.7410  0.000
89 H -1.3576 -4.8031 5.5723  0.000
90 H -0.5901 -3.2940 6.0221  0.000
91 H 0.2205 -1.9276 3.9151  -0.001
92 H 1.4658 -2.4355 5.0151  0.000
93 H 1.7332 -2.7601 3.3350  0.005
94 H 1.7851 -5.3350 3.7326  0.000
95 H 1.6430 -4.7245 5.3232  0.000
96 H 0.6293 -6.0964 4.9316  0.000
97 H -1.0776 -2.2318 0.8438  -0.003
98 H -1.1908 -1.4958 2.3349  -0.001
99 H -2.6289 -1.8463 1.6028  0.001
100 H 0.8319 -3.5152 1.6614  -0.001

Relative energy (zero: lowest compared OMol25 entry of this formula, charge and spin) / kcal per mole: 130.65; 21.59; 30.72